Computed, not measured: 2 unconnected molecules or ions with the total composition C26H44F12I2N3O7P3S2, with ωB97M-V/def2-TZVPD.

Each line ends with the Mulliken charge.
Geometry (Å):
1 H 2.064 -3.566 0.761  0.2925
2 N 1.296 -4.182 0.425  -0.7675
3 C 0.477 -3.498 -0.486  0.1137
4 C -0.667 -4.542 -1.124  -0.9630
5 C 0.783 -1.990 -0.946  0.6343
6 C 0.210 -0.703 -0.097  0.0103
7 O 1.135 0.339 -0.494  -0.1260
8 C 2.257 0.775 0.220  0.8562
9 C 3.257 1.320 -1.036  -0.7461
10 S 4.508 2.594 -0.533  0.0891
11 C 6.118 2.035 -1.374  -0.3534
12 C 7.125 1.220 -0.364  -0.8064
13 P 3.523 -0.413 1.003  0.2273
14 O 3.303 -0.926 2.457  -0.5782
15 C 2.125 2.138 1.164  -0.9032
16 I 3.016 2.359 3.200  0.0342
17 C 1.436 3.417 0.749  0.0355
18 C 1.379 4.767 1.738  -1.1676
19 I 0.482 3.681 -1.185  0.2457
20 P 0.147 -1.135 1.756  0.3730
21 N -1.230 -1.628 2.396  -0.5958
22 C -1.278 -0.130 -0.692  0.0001
23 C -1.613 1.068 0.441  -0.3977
24 C -2.627 2.241 -0.027  -0.1096
25 C -4.182 2.132 0.509  -0.9672
26 O -1.088 0.525 -1.921  0.3052
27 C -1.382 0.090 -3.241  0.0826
28 C -1.657 -1.468 -3.581  -0.5284
29 C -2.641 1.009 -3.765  0.9404
30 F -3.708 0.765 -2.714  -0.3017
31 F -2.380 2.497 -3.641  -0.2742
32 C -3.348 0.841 -5.173  0.1637
33 F -4.790 1.265 -4.907  -0.3254
34 F -3.563 -0.487 -5.778  -0.3113
35 C -2.927 1.827 -6.416  0.6334
36 F -3.075 1.040 -7.702  -0.3158
37 F -1.543 2.323 -6.427  -0.2392
38 C -3.892 3.137 -6.653  0.5634
39 F -4.052 4.032 -5.490  -0.1828
40 F -5.192 2.807 -7.349  -0.2264
41 F -3.153 3.965 -7.684  -0.2553
42 S 0.208 0.532 -4.217  1.0206
43 O 0.467 2.084 -4.270  -0.5430
44 O 1.511 0.018 -3.482  -0.5328
45 C 0.377 -0.122 -5.919  0.5851
46 F 1.134 0.888 -6.749  -0.2006
47 F -0.804 -0.501 -6.685  -0.1711
48 F 1.274 -1.339 -5.884  -0.2174
49 P -2.727 -1.332 -0.430  0.6892
50 O -3.791 -0.998 0.689  -0.6431
51 H -0.877 -5.462 -0.433  0.2750
52 H -1.632 -3.998 -1.492  0.2605
53 H -0.143 -4.980 -2.103  0.3137
54 H 1.976 -1.901 -0.867  0.0413
55 H 0.625 -1.938 -2.103  -0.0437
56 H 3.872 0.396 -1.480  0.5042
57 H 2.650 1.740 -1.935  -0.0627
58 H 5.821 1.280 -2.244  0.2045
59 H 6.680 2.940 -1.879  0.3756
60 H 8.158 1.070 -0.923  0.3284
61 H 7.341 1.780 0.644  0.2392
62 H 6.742 0.124 -0.099  0.1957
63 H 3.827 -1.602 0.193  0.1289
64 H 4.834 0.260 1.062  0.1324
65 H 2.475 5.165 1.936  0.3126
66 H 0.749 5.630 1.245  0.3147
67 H 0.835 4.488 2.742  0.3469
68 H 0.541 0.090 2.466  -0.0884
69 H 1.103 -2.192 2.117  0.1828
70 H -1.086 -2.566 2.825  0.2472
71 H -0.619 1.620 0.805  -0.2803
72 H -2.047 0.656 1.446  0.6148
73 H -2.675 2.488 -1.160  -0.1483
74 H -2.233 3.251 0.482  0.3526
75 H -4.245 1.498 1.506  0.2148
76 H -4.621 3.212 0.601  0.3598
77 H -4.833 1.537 -0.288  0.1693
78 H -1.370 -2.258 -2.766  -0.4487
79 H -2.848 -1.584 -3.642  0.3634
80 H -1.267 -1.883 -4.598  0.4188
81 H -3.563 -1.571 -1.604  0.0005
82 H -2.117 -2.570 0.079  0.0350
83 C -2.072 -2.547 6.237  -0.8476
84 O -0.906 -2.021 5.622  -0.1941
85 C -0.186 -1.082 6.426  -0.7128
86 C 0.759 -1.729 7.465  0.3535
87 C 0.031 -2.287 8.685  -1.4098
88 N 1.572 -2.796 6.864  -0.7447
89 H -2.572 -1.811 6.874  0.3503
90 H -1.822 -3.442 6.808  0.2883
91 H -2.766 -2.846 5.446  0.2466
92 H 0.430 -0.506 5.725  0.2631
93 H -0.871 -0.366 6.895  0.4210
94 H 1.436 -0.944 7.825  0.3979
95 H -0.480 -3.230 8.477  0.2806
96 H 0.743 -2.485 9.496  0.3620
97 H -0.708 -1.573 9.062  0.3374
98 H 2.128 -2.397 6.107  0.2612
99 H 0.930 -3.432 6.382  0.3411

## Properties
HOMO level, eV: -8.702
HOMO-LUMO gap, eV: 7.029
Max |F|, eV/Å: 11.593
SMILES: [H]/N=C(/C)C[C@](O[C@](CSCC)([PH2]=O)/C(I)=C(/C)I)([PH2]=N)[C@@](CCC)(O[C@@](C)(C(F)(F)C(F)(F)C(F)(F)C(F)(F)F)S(=O)(=O)C(F)(F)F)[PH2]=O.COC[C@@H](C)N

=====

Computed, not measured: a molecular structure, C26H44F6N3O16S2Sr, with ωB97M-V/def2-TZVPD.

Each line ends with the Mulliken charge.
Geometry (Å):
1 Sr -20.300 14.697 24.809  1.8904
2 C -21.228 16.617 18.380  0.6629
3 F -20.088 15.888 18.557  -0.2442
4 F -20.934 17.811 18.005  -0.1715
5 F -21.707 15.911 17.332  -0.2361
6 S -22.470 16.536 20.065  0.8936
7 O -23.843 16.674 19.688  -0.5000
8 O -22.074 15.265 20.775  -0.6582
9 N -21.739 17.565 21.256  -0.3832
10 S -22.373 18.962 21.022  0.9800
11 O -22.821 19.444 19.681  -0.5957
12 O -23.312 19.352 22.031  -0.6575
13 C -20.882 20.207 21.327  0.6255
14 F -20.415 20.168 22.589  -0.2566
15 F -19.876 19.925 20.485  -0.2211
16 F -21.364 21.398 21.191  -0.2076
17 C -15.435 16.685 25.046  -0.8217
18 O -16.185 15.901 24.109  -0.2688
19 C -15.435 15.324 23.045  -0.5966
20 C -16.507 14.591 22.069  -0.7391
21 N -16.944 13.457 22.886  -0.1705
22 C -17.128 12.310 21.988  -0.7480
23 C -17.458 11.068 22.847  -0.7555
24 O -18.522 11.437 23.749  -0.2557
25 C -19.053 10.314 24.363  -0.7591
26 H -15.829 17.701 25.055  0.2784
27 H -14.427 16.956 24.731  0.3553
28 H -15.617 16.269 26.037  0.2647
29 H -14.754 14.558 23.416  0.3978
30 H -14.969 16.116 22.459  0.4597
31 H -15.968 14.268 21.178  0.3623
32 H -17.248 15.287 21.676  0.3435
33 H -16.150 13.280 23.485  0.1994
34 H -16.134 12.141 21.574  0.4474
35 H -17.856 12.395 21.181  0.3806
36 H -16.603 10.602 23.337  0.3790
37 H -17.808 10.251 22.216  0.4685
38 H -18.361 10.170 25.193  0.3509
39 H -19.082 9.324 23.907  0.3222
40 H -20.051 10.589 24.704  0.1845
41 C -20.642 9.319 13.641  -0.7621
42 O -19.502 10.228 13.706  -0.3434
43 C -18.870 10.663 12.495  -0.5740
44 C -17.580 11.612 12.808  -0.2681
45 N -16.692 11.553 11.652  -0.3625
46 C -15.359 12.294 11.756  -0.9276
47 C -14.748 12.264 13.151  -0.4092
48 O -14.483 10.859 13.180  -0.2937
49 C -14.083 10.362 14.477  -0.8468
50 H -20.708 8.562 14.422  0.2700
51 H -20.855 8.788 12.713  0.3148
52 H -21.513 9.911 13.921  0.2814
53 H -19.415 11.137 11.679  0.3240
54 H -18.556 9.715 12.058  0.3303
55 H -17.035 11.194 13.654  0.2144
56 H -17.908 12.578 13.192  0.3085
57 H -16.512 10.603 11.360  0.3056
58 H -15.473 13.301 11.354  0.3542
59 H -14.599 11.762 11.184  0.4040
60 H -15.411 12.574 13.958  0.3053
61 H -13.884 12.894 13.360  0.4369
62 H -13.043 10.560 14.740  0.3208
63 H -14.237 9.297 14.649  0.3021
64 H -14.733 10.725 15.273  0.3153
65 C -18.650 19.119 8.306  -0.4309
66 C -19.054 20.370 8.736  -0.4459
67 C -20.024 20.539 9.699  0.6891
68 C -20.558 19.431 10.431  -0.6823
69 C -20.172 18.133 9.958  -0.4453
70 C -19.269 17.992 8.886  0.3137
71 O -18.977 16.803 8.381  -0.5332
72 O -20.274 21.819 10.201  -0.5271
73 H -17.926 18.910 7.532  0.4189
74 H -18.549 21.210 8.283  0.3989
75 H -21.237 19.600 11.253  0.3275
76 H -20.372 17.247 10.542  0.3152
77 H -18.668 16.251 9.103  0.3139
78 H -20.785 21.763 11.012  0.2904
79 C -16.045 19.644 13.712  -0.3496
80 C -16.357 21.113 13.794  -0.1135
81 O -15.740 21.291 15.102  -0.3332
82 C -14.944 20.322 15.529  0.7107
83 O -14.134 20.405 16.471  -0.5797
84 O -15.047 19.266 14.650  -0.3336
85 H -15.788 19.137 12.782  0.3192
86 H -16.985 19.161 13.979  0.2327
87 H -17.434 21.251 13.884  0.1969
88 H -15.865 21.850 13.158  0.2473
89 C -19.833 26.317 17.157  -0.3068
90 C -21.207 25.743 17.070  -0.3397
91 O -21.839 26.869 16.509  -0.3287
92 C -21.334 27.976 17.154  0.6703
93 O -21.808 29.077 17.248  -0.5030
94 O -20.176 27.558 17.766  -0.3337
95 H -19.424 26.549 16.174  0.2621
96 H -19.194 25.706 17.794  0.3131
97 H -21.666 25.324 17.966  0.2924
98 H -21.195 25.012 16.262  0.2742

## Properties
Net charge: +1
HOMO level, eV: -9.239
HOMO-LUMO gap, eV: 1.755
Max |F|, eV/Å: 6.665

=====

How do the records compare in DFT total energy? In the order shown, they have -144803.517, -103697.499 eV.